The following is a DFT calculation (the ωB97M-V functional and the def2-TZVPD basis) of a structure of composition C10H24N6Os.

**Total energy**: -812.93054 hartree
**Total charge**: +4
**LUMO level (spin up / spin down)**: -0.5002 / -0.6430 Eh
**Maximum force**: 0.0554 Eh/bohr
**⟨S²⟩**: 6.019
**Multiplicity**: 5

Last column: Mulliken spin population.
Geometry (Å):
Os 6.823 5.699 8.498  2.754
N 5.734 3.752 8.272  0.174
C 4.948 3.780 7.033  -0.011
C 5.664 4.506 5.921  0.022
N 6.447 5.756 6.414  0.018
C 7.826 5.858 5.777  0.027
C 8.823 4.943 6.548  -0.036
N 8.772 5.124 7.986  0.010
C 5.616 6.956 6.141  0.019
C 4.539 7.175 7.230  -0.018
N 5.086 6.913 8.667  0.008
H 6.394 2.984 8.189  0.005
H 5.072 3.490 9.041  0.004
H 3.994 4.296 7.283  -0.001
H 4.720 2.795 6.605  0.004
H 4.905 4.839 5.214  0.004
H 6.383 3.901 5.399  -0.002
H 8.078 6.946 5.882  0.007
H 7.783 5.578 4.758  0.005
H 9.820 5.206 6.164  0.000
H 8.567 3.898 6.287  -0.001
H 9.420 5.870 8.197  0.012
H 9.118 4.333 8.521  0.000
H 5.067 6.923 5.152  0.005
H 6.193 7.871 6.041  -0.003
H 3.637 6.495 7.151  -0.002
H 4.072 8.173 7.208  0.001
H 4.383 6.561 9.314  0.002
H 5.417 7.780 9.055  0.008
C 6.064 5.712 12.145  0.036
C 7.188 6.503 11.637  0.254
N 7.650 6.644 10.350  0.005
C 8.751 7.385 10.389  0.358
C 9.026 7.704 11.774  0.324
N 8.033 7.155 12.471  -0.044
H 5.999 5.681 13.215  0.001
H 6.187 4.683 11.752  0.021
H 5.147 6.145 11.773  0.031
H 9.244 7.860 9.574  0.006
H 9.777 8.401 12.229  -0.001
H 7.924 7.291 13.451  -0.004

The following is a DFT calculation (the ωB97M-V functional and the def2-TZVPD basis) of a structure of composition C2H3O2P.

**Total energy**: -569.71836 hartree
**LUMO level**: -0.0103 Eh
**Maximum force**: 0.1210 Eh/bohr
**Multiplicity**: 1
**Relative energy (zero: lowest compared OMol25 entry of this formula, charge and spin)**: 300.7 kJ/mol

Last column: Mulliken charge in e.
Geometry (Å):
C 1.322 0.213 0.739  0.012
C -1.088 -0.546 -1.035  -0.056
O 1.056 -0.911 1.033  -0.423
O -1.426 -0.433 -2.132  -0.292
P -0.084 1.391 0.122  -0.034
H 2.335 0.535 0.470  0.355
H -1.281 -1.252 -0.374  0.399
H -0.833 1.004 1.178  0.039

The following is a DFT calculation (the ωB97M-V functional and the def2-TZVPD basis) of a cluster of 2 separate species, C2H5BrNO in total.

**Total energy**: -2782.85071 hartree
**Total charge**: +1
**LUMO level**: -0.1628 Eh
**Maximum force**: 0.1252 Eh/bohr
**Multiplicity**: 1
**Relative energy (zero: lowest compared OMol25 entry of this formula, charge and spin)**: 225.4 kJ/mol

Last column: Mulliken charge in e.
Geometry (Å):
C 0.752 1.139 -0.961  0.498
C 0.078 0.038 0.916  -0.857
N -0.715 -0.931 0.229  -0.307
O 0.278 0.546 -1.865  -0.390
Br 1.848 2.488 -0.720  0.166
H -0.429 0.759 1.407  0.440
H 1.112 -0.349 1.159  0.366
H -0.330 -1.811 -0.057  0.343
H -1.037 -0.639 -0.771  0.381
H -1.556 -1.241 0.664  0.359

The following is a DFT calculation (the ωB97M-V functional and the def2-TZVPD basis) of a structure of composition C28H32CaN5O2S2.

**Total energy**: -2984.44298 hartree
**Total charge**: -1
**LUMO level**: -0.0104 Eh
**Maximum force**: 0.0738 Eh/bohr
**Multiplicity**: 1
**Relative energy (zero: lowest compared OMol25 entry of this formula, charge and spin)**: 315.2 kJ/mol

Last column: Mulliken charge in e.
Geometry (Å):
Ca -3.105 -7.652 12.855  1.937
C -5.272 -3.782 12.150  -1.529
C -4.900 -5.240 12.179  0.524
N -3.647 -5.535 11.969  -0.152
C -2.666 -4.648 11.365  -0.706
C -1.615 -5.396 10.558  -0.973
N -1.224 -6.667 11.188  -0.047
C -0.376 -7.707 10.477  -1.013
C -0.482 -8.996 11.285  -0.521
N -1.860 -9.510 11.545  -0.082
C -1.991 -10.732 12.357  -0.795
C -3.453 -11.115 12.773  -0.777
N -4.367 -9.976 12.684  -0.195
C -5.612 -9.941 13.021  0.951
C -6.521 -10.918 13.718  -1.788
C -6.235 -8.673 12.648  0.142
C -7.633 -8.512 12.490  -0.785
C -8.118 -7.190 12.461  -0.437
C -7.257 -6.127 12.300  -0.842
C -5.877 -6.337 12.382  0.793
N -5.406 -7.589 12.528  -0.245
H -4.659 -3.228 11.437  0.371
H -5.129 -3.319 13.151  0.271
H -6.305 -3.641 11.817  0.399
H -2.162 -4.105 12.208  0.336
H -3.138 -3.899 10.643  0.340
H -0.750 -4.730 10.693  0.385
H -1.894 -5.457 9.479  0.408
H -0.772 -6.500 12.077  0.268
H 0.654 -7.359 10.457  0.388
H -0.624 -7.908 9.421  0.360
H -0.148 -8.884 12.332  0.322
H 0.174 -9.758 10.789  0.371
H -2.324 -9.677 10.657  0.203
H -1.441 -10.563 13.272  0.312
H -1.504 -11.597 11.868  0.360
H -3.344 -11.559 13.835  0.349
H -3.810 -11.974 12.187  0.475
H -5.943 -11.627 14.273  0.503
H -7.179 -11.494 13.053  0.320
H -7.156 -10.313 14.387  0.468
H -8.396 -9.336 12.680  0.351
H -9.162 -6.949 12.544  0.454
H -7.718 -5.060 12.319  0.129
O -1.005 -8.177 14.180  -0.508
C -1.398 -7.485 15.167  0.713
O -2.443 -6.680 15.089  -0.889
C -0.830 -7.563 16.570  -0.042
C -1.028 -6.357 17.272  -0.455
C -0.764 -6.212 18.636  -0.607
C -0.374 -7.379 19.317  -0.294
C -0.332 -8.606 18.614  -0.686
C -0.359 -8.708 17.210  0.390
S 0.443 -9.975 16.350  -0.521
H -1.538 -5.530 16.785  0.246
H -0.818 -5.234 19.054  0.374
H -0.106 -7.381 20.403  0.297
H -0.022 -9.470 19.153  0.369
S -5.934 -12.379 20.500  -0.600
C -6.041 -13.327 19.156  0.062
C -7.349 -13.769 18.781  -0.566
C -7.598 -14.367 17.517  -0.487
C -6.526 -14.598 16.719  -0.420
C -5.240 -14.200 17.065  -0.314
C -5.005 -13.593 18.220  -0.332
H -8.129 -13.483 19.437  0.372
H -8.595 -14.630 17.189  0.351
H -6.656 -15.047 15.738  0.324
H -4.451 -14.337 16.304  0.356
H -3.957 -13.268 18.489  0.264

The following is a DFT calculation (the ωB97M-V functional and the def2-TZVPD basis) of a structure of composition C30H33N3O4Pd.

**Total energy**: -1756.21766 hartree
**Total charge**: -2
**LUMO level**: 0.1709 Eh
**Maximum force**: 0.0029 Eh/bohr
**Multiplicity**: 1
**Relative energy (zero: lowest compared OMol25 entry of this formula, charge and spin)**: 0.0 kJ/mol

Last column: Mulliken charge in e.
Geometry (Å):
Pd 0.261 0.997 1.942  -0.011
C -0.838 -3.398 1.342  -1.044
C -1.954 -2.538 0.782  0.820
O -3.062 -3.000 0.524  -0.743
N -1.604 -1.261 0.571  0.450
C -2.491 -0.246 0.042  -0.266
C -2.058 1.126 0.493  0.559
C -2.033 2.179 -0.405  -0.441
C -1.669 3.444 0.053  -0.215
C -1.314 3.603 1.376  -0.494
C -1.390 2.492 2.236  -0.185
N -1.826 1.277 1.825  -0.904
H -1.273 -4.249 1.860  0.379
H -0.192 -2.835 2.016  0.236
H -0.231 -3.763 0.511  0.214
H -0.705 -0.926 0.915  -0.289
H -3.497 -0.462 0.413  0.461
H -2.510 -0.275 -1.051  -0.180
H -2.223 1.982 -1.454  0.303
H -1.619 4.278 -0.637  0.400
H -0.977 4.555 1.765  0.394
H -1.270 2.617 3.307  0.459
O 3.722 0.698 4.860  -0.770
C 2.823 0.868 4.011  0.381
O 1.671 1.312 4.150  -0.542
C 3.240 0.472 2.564  0.270
C 4.593 0.099 2.345  -0.518
C 5.008 -0.240 1.098  -0.724
C 4.084 -0.214 0.025  1.504
C 4.438 -0.547 -1.304  -0.807
C 3.508 -0.498 -2.304  -1.070
C 2.182 -0.108 -2.019  -0.284
C 1.816 0.217 -0.743  -0.225
C 2.757 0.166 0.313  -0.574
N 2.360 0.497 1.590  -0.429
H 5.238 0.100 3.211  0.490
H 6.036 -0.529 0.903  0.366
H 5.463 -0.841 -1.509  0.307
H 3.776 -0.750 -3.323  0.492
H 1.456 -0.061 -2.822  1.044
H 0.805 0.537 -0.503  0.125
C -1.493 3.350 -4.590  -1.681
C -0.052 2.846 -4.467  0.416
C 0.486 3.067 -3.050  -0.944
C 0.103 1.401 -4.896  0.768
C 1.015 1.086 -5.889  -0.737
C 1.239 -0.223 -6.309  -1.128
C 0.498 -1.231 -5.699  -0.677
C -0.428 -0.976 -4.700  0.764
C -1.166 -2.136 -4.060  0.374
C -0.728 -2.339 -2.606  -0.743
C -2.687 -1.997 -4.159  -1.738
C -0.652 0.368 -4.233  0.094
O -1.455 0.627 -3.273  -0.523
H -1.556 4.407 -4.306  0.455
H -2.143 2.763 -3.943  0.221
H -1.850 3.249 -5.618  0.378
H 0.565 3.443 -5.152  0.442
H -0.040 2.424 -2.345  -0.264
H 0.355 4.109 -2.737  0.520
H 1.550 2.827 -2.998  0.250
H 1.577 1.897 -6.349  0.285
H 1.960 -0.449 -7.085  0.289
H 0.648 -2.264 -6.008  0.289
H -0.881 -3.035 -4.623  0.462
H -0.878 -1.418 -2.045  -0.397
H 0.331 -2.604 -2.551  0.200
H -1.314 -3.130 -2.125  0.571
H -3.007 -1.089 -3.650  0.226
H -3.181 -2.857 -3.697  0.464
H -3.001 -1.938 -5.205  0.422

The following is a DFT calculation (the ωB97M-V functional and the def2-TZVPD basis) of a structure of composition C40H36F6LiN3O2Sb3.

**Total energy**: -3188.20609 hartree
**LUMO level (spin up / spin down)**: -0.0076 / -0.1075 Eh
**Maximum force**: 0.0289 Eh/bohr
**⟨S²⟩**: 0.760
**Multiplicity**: 2
**Relative energy (zero: lowest compared OMol25 entry of this formula, charge and spin)**: 0.0 kJ/mol

Last column: Mulliken spin population.
Geometry (Å):
Li 2.137 -0.495 0.378  -0.006
O 2.284 0.323 5.243  0.000
C 2.159 1.547 4.721  -0.001
C 2.331 2.645 5.568  0.000
C 2.191 3.931 5.090  0.000
C 1.870 4.161 3.753  -0.001
C 1.710 3.084 2.908  0.000
C 1.849 1.771 3.367  -0.002
C 1.662 0.666 2.417  0.010
O 1.394 0.906 1.188  0.037
N 1.759 -0.578 2.888  0.008
N 1.484 -1.490 1.922  -0.010
C 1.602 -2.732 2.165  0.004
C 1.275 -3.697 1.109  -0.001
C 1.810 -4.983 1.160  0.001
C 1.533 -5.874 0.139  0.000
C 0.707 -5.463 -0.895  0.000
C 0.196 -4.175 -0.850  0.001
N 0.466 -3.305 0.114  0.007
H 2.113 -0.333 4.517  0.000
H 2.573 2.449 6.605  0.000
H 2.334 4.771 5.758  0.000
H 1.754 5.172 3.386  0.000
H 1.483 3.233 1.861  -0.001
H 1.951 -3.106 3.127  0.001
H 2.450 -5.260 1.987  0.000
H 1.957 -6.870 0.151  0.000
H 0.464 -6.126 -1.713  0.000
H -0.479 -3.833 -1.630  0.002
C -1.677 1.657 0.988  0.001
C -2.054 2.478 -0.244  0.004
C -0.841 2.957 -1.031  0.038
Sb 0.492 1.357 -1.616  0.400
C 1.685 2.571 -2.950  0.127
C 1.979 2.123 -4.230  -0.031
C 2.759 2.905 -5.069  -0.002
C 3.256 4.121 -4.624  0.013
C 2.975 4.560 -3.338  0.001
C 2.199 3.779 -2.496  -0.014
C -0.682 0.503 -3.208  -0.009
C -0.776 -0.880 -3.312  0.023
C -1.447 -1.461 -4.380  0.011
C -2.029 -0.657 -5.348  0.000
C -1.924 0.725 -5.259  0.004
C -1.240 1.303 -4.200  -0.010
Sb -1.131 -0.366 0.425  0.276
C -1.466 -1.304 2.331  0.085
C -1.310 -0.642 3.539  0.004
C -1.557 -1.307 4.732  0.000
C -1.967 -2.632 4.720  0.004
C -2.140 -3.292 3.509  0.001
C -1.889 -2.629 2.319  -0.020
C -3.234 -0.735 -0.087  0.073
C -4.172 -0.553 0.927  0.004
C -5.525 -0.717 0.673  0.007
C -5.958 -1.073 -0.598  -0.003
C -5.031 -1.268 -1.608  0.003
C -3.674 -1.098 -1.353  -0.024
H -2.522 1.585 1.674  0.003
H -0.845 2.121 1.516  -0.014
H -2.629 3.354 0.075  -0.001
H -2.718 1.895 -0.892  -0.003
H -0.258 3.659 -0.431  0.001
H -1.139 3.467 -1.949  0.011
H 1.608 1.167 -4.577  0.001
H 2.995 2.554 -6.066  0.001
H 3.877 4.719 -5.279  0.001
H 3.373 5.501 -2.981  0.000
H 1.999 4.110 -1.483  0.006
H -0.303 -1.505 -2.561  -0.018
H -1.516 -2.540 -4.460  0.000
H -2.559 -1.107 -6.179  0.000
H -2.365 1.350 -6.025  0.000
H -1.139 2.381 -4.149  -0.003
H -0.991 0.394 3.562  0.002
H -1.421 -0.787 5.672  0.000
H -2.165 -3.147 5.651  0.000
H -2.473 -4.322 3.493  0.000
H -2.033 -3.135 1.371  0.005
H -3.851 -0.294 1.928  0.000
H -6.242 -0.574 1.472  0.001
H -7.015 -1.197 -0.798  0.000
H -5.357 -1.555 -2.600  0.000
H -2.964 -1.241 -2.154  0.001
F 2.213 -1.122 -1.349  -0.002
Sb 4.068 -0.491 -1.429  -0.002
F 3.518 1.247 -0.934  -0.005
F 3.882 -0.133 -3.249  0.000
F 4.582 -2.264 -1.737  0.000
F 5.853 0.022 -1.239  0.000
F 3.898 -0.875 0.462  -0.001

The following is a DFT calculation (the ωB97M-V functional and the def2-TZVPD basis) of a structure of composition BrGaH3NaS.

**Total energy**: -5061.13534 hartree
**LUMO level**: -0.0561 Eh
**Maximum force**: 0.0092 Eh/bohr
**Multiplicity**: 1

Last column: Mulliken charge in e.
Geometry (Å):
S 1.234 -0.194 0.621  -0.686
Ga -1.003 0.658 0.116  0.514
Br -2.054 -1.468 -0.057  -0.470
H 1.879 0.540 -0.311  0.145
H -1.405 1.398 1.427  -0.169
H -0.827 1.324 -1.286  -0.185
Na 2.175 -2.258 -0.510  0.851

The following is a DFT calculation (the ωB97M-V functional and the def2-TZVPD basis) of a structure of composition C2H4O2P2.

**Total energy**: -911.77964 hartree
**LUMO level**: -0.0331 Eh
**Maximum force**: 0.0287 Eh/bohr
**Multiplicity**: 1
**Relative energy (zero: lowest compared OMol25 entry of this formula, charge and spin)**: 78.5 kJ/mol

Last column: Mulliken charge in e.
Geometry (Å):
C -1.213 0.973 -0.683  -0.310
C 1.145 -0.836 0.204  -0.771
O 1.179 1.897 0.367  -0.573
O -1.616 -0.977 0.853  -0.514
P -2.337 -0.336 -0.269  0.183
P 0.298 0.774 0.078  0.630
H -1.424 1.900 -1.185  0.411
H 1.985 -0.691 0.880  0.280
H 0.484 -1.617 0.554  0.352
H 1.499 -1.087 -0.799  0.313

Q: The lowest maximum force belongs to which entry?
A: C30H33N3O4Pd